ORCA calculation (wB97M-V/def2-TZVPD) on a 2-piece molecular cluster, C3H8S2 overall at a distorted geometry.

Results
Energy above the lowest of the compared OMol25 structures with the same formula, charge and spin (kJ/mol): 436.7
HOMO energy (eV): -8.477
Gap between HOMO and LUMO (eV): 4.80
Strongest force on any atom (eV Å⁻¹): 1.96
Net charge: 0

Last columns: bonded neighbours and bond lengths (Å).
Cartesian coordinates (Å):
1 C -0.540 -1.352 0.004  C2 1.543, S3 1.760, H7 1.138, H8 1.099
2 C -1.875 -0.617 -0.234  C1 1.543, H6 1.088, H9 1.082, H10 1.089
3 S 0.109 -1.030 1.609  C1 1.760
4 S 0.467 1.293 -1.504  C5 1.810
5 C 1.471 1.406 -0.003  S4 1.810, H11 1.094, H12 1.105, H13 1.090
6 H -2.513 -1.016 0.552  C2 1.088
7 H 0.213 -1.053 -0.795  C1 1.138
8 H -0.749 -2.414 -0.189  C1 1.099
9 H -2.248 -0.678 -1.248  C2 1.082
10 H -1.717 0.429 0.021  C2 1.089
11 H 0.897 1.305 0.923  C5 1.094
12 H 2.073 0.491 -0.150  C5 1.105
13 H 2.187 2.228 0.023  C5 1.090